Formula: C4H5NO2S
Source: OMol25
Level of theory: ωB97M-V/def2-TZVPD

```
13
Properties=species:S:1:pos:R:3:forces:R:3
C -2.161214 0.234132 -0.930614 -0.38 -0.43 2.35
C -3.421976 0.253728 -0.501645 -1.88 -0.61 -1.85
C -2.262489 0.937368 1.096171 2.06 -1.47 -2.32
C 1.065743 -0.668889 0.781725 0.81 0.37 -1.87
N -1.404090 0.570461 0.178437 -0.32 2.06 1.99
O 2.488574 -0.662278 -1.641841 1.01 0.20 0.64
O -3.506265 0.649513 0.780260 -0.99 0.94 0.68
S 1.139844 -0.817555 -1.066438 -2.56 -0.51 -0.33
H -1.787707 -0.360446 -1.698191 0.78 -0.10 -1.58
H -4.322665 0.015764 -1.052482 -0.08 0.07 0.50
H 0.057253 -0.417061 1.148635 0.99 -0.60 -0.35
H 1.733607 0.167919 0.772119 0.42 0.76 1.16
H 1.586365 -1.547105 1.077730 0.13 -0.67 1.00
```
Forces are in eV/Å.

Values from the calculation:
Strongest force on any atom ... 3.434 eV Å⁻¹
Relative energy (zero: lowest compared OMol25 entry of this formula, charge and spin) ... 6.518 eV
DFT total energy ... -758.6406 hartree

Formula: C11H37BO7S5Si
Source: OMol25
Level of theory: ωB97M-V/def2-TZVPD

```
62
Properties=species:S:1:pos:R:3:forces:R:3
C 2.091416 -2.121126 0.141680 0.05 -0.15 -0.10
O 1.020088 -1.771251 -0.746784 0.13 -0.03 -0.12
B -0.098945 -1.221034 -0.176344 0.01 -0.29 0.01
O -0.200731 0.150830 -0.114120 0.80 0.15 0.12
Si -1.591736 -2.428639 0.458303 -0.39 -0.05 0.27
H 3.031813 -1.788109 -0.292326 -0.01 0.03 -0.05
H 2.123772 -3.202074 0.282404 -0.01 0.00 0.03
H 1.983286 -1.648320 1.119847 -0.01 0.06 0.02
H -0.244568 0.483555 0.786040 -0.67 0.19 0.04
H -1.070465 -3.689759 1.032966 0.00 0.00 -0.07
H -2.466416 -1.757985 1.436972 -0.04 0.03 -0.02
H -2.458773 -2.764157 -0.706663 0.15 -0.04 -0.06
C -2.133749 1.701162 -2.213194 -0.14 -0.18 -0.16
S -2.234433 3.229398 -1.298313 0.19 0.08 -0.05
O -2.878901 2.930949 0.014766 -0.04 0.00 0.05
C -3.477058 3.993522 -2.341089 -0.06 0.05 0.00
H -1.418328 1.066542 -1.699443 -0.03 0.01 0.03
H -3.115073 1.224638 -2.235946 -0.01 0.03 0.08
H -1.781242 1.918534 -3.220853 0.01 0.08 0.02
H -4.364338 3.361143 -2.360875 0.00 -0.01 0.01
H -3.062657 4.118954 -3.341049 0.01 0.00 0.00
H -3.719409 4.963779 -1.912934 0.00 0.00 0.01
C 1.955908 1.629001 -5.758095 0.08 -0.03 -0.01
S 0.851852 1.525515 -4.348240 -0.01 -0.07 -0.01
O 0.003842 2.749505 -4.396685 -0.04 0.09 -0.01
C 2.091234 1.805196 -3.084694 0.03 0.01 0.04
H 1.349973 1.520323 -6.654572 -0.02 0.00 0.00
H 2.448099 2.600927 -5.754965 -0.01 0.01 0.01
H 2.685925 0.821572 -5.704848 0.00 0.00 -0.01
H 2.571925 2.767077 -3.260892 -0.01 0.01 -0.01
H 2.816754 0.992357 -3.106998 -0.01 -0.01 0.02
H 1.577398 1.808318 -2.124934 -0.01 -0.02 0.00
C 0.078217 5.985963 2.969833 -0.04 0.05 0.00
S 0.658120 4.294058 3.126971 -0.09 -0.05 0.03
O 2.140723 4.336861 3.044763 0.12 0.00 0.00
C 0.057363 3.744298 1.531882 -0.12 0.02 -0.08
H 0.395326 6.523336 3.860771 0.01 0.00 0.01
H 0.525829 6.435052 2.083720 0.02 -0.01 0.00
H -1.009350 5.989220 2.900837 0.00 0.00 0.00
H 0.503187 4.355443 0.747070 0.04 0.00 0.01
H -1.031845 3.805769 1.497782 0.00 -0.07 -0.02
H 0.364756 2.708156 1.405420 0.04 0.00 0.02
C -1.976511 -0.614015 5.867176 -0.03 0.04 0.05
S -1.143535 -0.832025 4.293793 0.06 0.08 -0.07
O -1.425768 -2.218347 3.844163 0.06 -0.09 0.03
C 0.526758 -0.832836 4.955969 0.03 0.03 0.05
H -3.046253 -0.633854 5.672156 -0.01 0.00 -0.01
H -1.701717 -1.432701 6.531478 0.00 -0.01 -0.01
H -1.696386 0.348541 6.294480 -0.01 0.00 0.00
H 0.622525 -1.634885 5.687157 -0.02 -0.01 -0.01
H 0.739743 0.136242 5.407287 0.01 0.00 -0.01
H 1.208000 -1.008235 4.125948 -0.01 0.00 -0.01
C 2.068193 -7.505656 -1.756101 0.00 -0.05 -0.01
S 2.068924 -5.773279 -1.282706 -0.01 0.01 -0.15
O 2.376824 -5.724600 0.169586 0.03 0.02 0.12
C 0.301227 -5.522442 -1.444551 -0.09 -0.01 -0.02
H 3.090939 -7.866551 -1.673769 0.01 0.01 0.00
H 1.420929 -8.061683 -1.078581 0.00 0.01 0.02
H 1.725447 -7.597797 -2.786509 0.01 0.00 0.00
H -0.235085 -6.227838 -0.810242 0.05 -0.01 0.03
H 0.009005 -5.640020 -2.488074 0.01 0.02 -0.01
H 0.097953 -4.506514 -1.115831 0.00 0.06 -0.03
```
Forces are in eV/Å.

Values from the calculation:
Strongest force on any atom ... 0.820 eV Å⁻¹
DFT total energy ... -3273.1336 hartree

Formula: C4H8IN2
Source: OMol25
Level of theory: ωB97M-V/def2-TZVPD

```
15
Properties=species:S:1:pos:R:3:forces:R:3
C 1.631498 -1.206432 -0.035364 1.71 -0.48 1.08
N 0.400861 -0.530594 -0.068176 -0.46 -0.73 -0.20
C -0.812838 -0.922518 0.057327 -1.98 -0.83 1.64
N -1.601915 0.122369 0.324480 -3.21 -0.98 -0.50
I -3.925319 -0.024519 0.363924 3.01 0.19 -0.19
C -0.893297 1.374924 0.023988 -2.03 1.45 -0.37
C 0.482136 0.905496 -0.162027 2.25 -0.58 -0.34
H 2.158487 -0.689647 -0.819454 1.01 -0.45 -0.38
H 2.108443 -0.895910 0.948105 -0.20 -0.82 -1.10
H 1.632814 -2.310359 -0.189691 -0.32 1.00 0.19
H -1.162934 -1.991245 0.160861 0.58 1.39 -0.33
H -1.036152 2.044723 0.908849 0.14 -0.21 -1.15
H -1.229215 1.797936 -0.961536 -0.26 0.01 1.26
H 1.048135 1.037180 -1.071037 -0.65 0.83 -1.02
H 1.199289 1.288598 0.519750 0.41 0.22 1.40
```
Forces are in eV/Å.

Values from the calculation:
Strongest force on any atom ... 3.394 eV Å⁻¹
Total charge ... +1
Relative energy (zero: lowest compared OMol25 entry of this formula, charge and spin) ... 2.030 eV
SMILES ... CN1C=[N+](I)CC1
DFT total energy ... -564.1049 hartree

Formula: C3H5N3O
Source: OMol25
Level of theory: ωB97M-V/def2-TZVPD

```
12
Properties=species:S:1:pos:R:3:forces:R:3
N 1.943347 -0.332550 -0.081055 0.63 0.82 -0.11
C 0.604870 0.118310 -0.039416 0.23 0.28 -0.04
C -0.187854 1.204231 -0.103354 0.32 -0.16 -0.01
N -1.487656 0.697742 0.018192 0.00 -0.24 0.03
C -1.515704 -0.696506 0.156510 -0.01 -0.05 0.00
O -2.518738 -1.375690 0.275877 0.57 0.01 -0.03
N -0.150993 -1.018283 0.117521 0.32 0.14 -0.04
H 2.409638 -0.300002 -0.970717 0.18 0.32 0.02
H 2.522136 -0.132864 0.715733 0.17 0.31 -0.09
H 0.024763 2.254851 -0.222438 -0.02 -0.16 0.02
H -2.339422 1.240341 0.009056 0.23 -0.24 0.02
H 0.695614 -1.659575 0.124093 -2.62 -1.03 0.25
```
Forces are in eV/Å.

Values from the calculation:
Strongest force on any atom ... 2.825 eV Å⁻¹
Relative energy (zero: lowest compared OMol25 entry of this formula, charge and spin) ... 1.377 eV
SMILES ... Nc1c[nH]c(=O)[nH]1
DFT total energy ... -356.8068 hartree

Formula: C5H13N
Source: OMol25
Level of theory: ωB97M-V/def2-TZVPD

```
19
Properties=species:S:1:pos:R:3:forces:R:3
C 2.309538 -0.353854 0.391870 -0.34 -0.04 1.24
C 2.436902 -0.409887 -0.923405 0.15 -0.77 0.05
C 3.747313 -0.866420 -1.536824 -0.27 1.17 0.14
H 1.374111 -0.425813 0.943186 -0.31 0.85 -0.54
H 3.126170 -0.313873 1.114438 0.35 -0.59 -0.53
H 1.560725 -0.217540 -1.527848 -0.06 -0.41 -0.24
H 3.700318 -1.429379 -2.466181 -0.29 0.63 -0.33
H 4.181895 -1.557962 -0.866830 0.53 -0.72 0.93
H 4.420102 -0.007212 -1.544130 0.23 -0.12 -0.70
C -3.244868 0.219643 -0.303513 0.53 1.13 -0.20
C -2.428629 1.131917 0.661777 -0.29 -0.71 0.18
N -2.200242 0.446508 1.916027 0.23 -0.28 0.41
H -2.604058 -0.101017 -1.119738 0.05 -0.64 0.08
H -4.037958 0.774230 -0.808885 -0.16 0.00 0.22
H -3.666788 -0.577488 0.296282 -0.04 -0.29 -0.30
H -2.983869 2.057411 0.784546 0.12 0.09 0.47
H -1.441222 1.382261 0.270434 -0.16 0.17 -0.50
H -1.771143 -0.458848 1.879081 0.02 0.01 -0.13
H -2.478300 0.707319 2.839708 -0.28 0.49 -0.23
```
Forces are in eV/Å.

Values from the calculation:
Strongest force on any atom ... 1.287 eV Å⁻¹
Relative energy (zero: lowest compared OMol25 entry of this formula, charge and spin) ... 2.101 eV
SMILES ... C=CC.CCN
DFT total energy ... -252.9859 hartree

Formula: C2H3NO4
Source: OMol25
Level of theory: ωB97M-V/def2-TZVPD

```
10
Properties=species:S:1:pos:R:3:forces:R:3
C 2.397796 0.724848 -0.317916 4.27 -1.03 1.19
C -0.220379 -0.457131 0.007023 1.63 -0.70 -0.07
N -0.448132 0.820904 0.120124 2.58 2.04 -0.01
O 0.888779 -0.936483 -0.058052 0.56 -1.38 0.07
O -1.745678 1.211936 0.001023 -2.76 -1.90 0.77
O 3.408318 0.252066 0.019748 -3.58 1.60 -1.27
O -1.338449 -1.171940 0.018684 -0.95 -3.46 -0.07
H 0.418220 1.477128 -0.018607 -2.72 -1.38 0.16
H -2.220648 0.258417 0.227089 1.13 3.57 -0.81
H -1.139824 -2.179746 0.000881 -0.17 2.63 0.05
```
Forces are in eV/Å.

Values from the calculation:
Strongest force on any atom ... 4.553 eV Å⁻¹
Relative energy (zero: lowest compared OMol25 entry of this formula, charge and spin) ... 3.171 eV
DFT total energy ... -433.6470 hartree

Formula: C9H10O4S2
Source: OMol25
Level of theory: ωB97M-V/def2-TZVPD

```
25
Properties=species:S:1:pos:R:3:forces:R:3
C -0.208352 -1.363302 0.304719 -2.40 8.08 1.25
C -0.756162 0.073355 0.612713 1.28 -6.23 -1.06
C 0.440536 0.683493 -2.621308 -0.06 -1.66 -0.84
C 1.311869 -1.701253 2.211634 -2.59 -3.27 -1.68
C -0.877013 1.967336 2.240969 0.30 0.48 -1.56
C 0.453866 -2.185368 1.265543 1.56 2.09 1.22
C -0.713661 0.675233 1.923912 -0.59 1.83 -0.07
C 1.116496 -0.543732 -1.961484 -1.94 2.12 0.68
C -0.065812 1.668619 -1.633480 -1.37 0.78 1.12
O 0.262951 0.726908 -3.807878 0.04 0.47 -0.08
O 0.777046 -3.045739 -1.258372 -0.57 0.61 -0.56
O -2.061440 -0.118247 -1.742759 0.35 0.40 1.15
O -2.477165 1.876824 -0.291711 1.25 -1.35 -0.31
S -0.094539 -1.821612 -1.407499 1.01 -2.44 0.18
S -1.574768 0.818854 -0.745316 0.01 2.49 -1.27
H 1.750421 -2.320132 2.961413 0.43 -0.22 0.18
H 1.280777 -0.694652 2.248609 0.92 3.17 0.51
H -0.706159 2.510858 3.168477 -0.24 -0.89 0.15
H -1.091514 2.607870 1.399938 -0.07 0.45 0.07
H 0.253665 -3.155012 1.016775 0.12 -2.89 0.03
H -0.556180 0.054821 2.729658 0.58 -1.80 1.44
H 1.660652 -1.193303 -2.565244 1.23 -0.54 -1.43
H 1.659306 -0.069279 -1.173317 0.76 -0.66 0.96
H 0.707373 1.911628 -0.902054 -0.22 -0.17 0.27
H -0.492195 2.635832 -1.973940 0.22 -0.86 -0.37
```
Forces are in eV/Å.

Values from the calculation:
Strongest force on any atom ... 8.520 eV Å⁻¹
Relative energy (zero: lowest compared OMol25 entry of this formula, charge and spin) ... 3.374 eV
DFT total energy ... -1446.0627 hartree

Formula: C26H19F6FeN5O3PS
Source: OMol25
Level of theory: ωB97M-V/def2-TZVPD

```
62
Properties=species:S:1:pos:R:3:forces:R:3
Fe 0.506921 -0.982281 -0.753795 -1.18 0.20 0.51
O -3.974952 -2.752051 1.603791 -0.07 0.01 0.04
C -4.232573 -2.883007 0.293281 0.02 -0.03 -0.13
C -5.520847 -3.266921 -0.079910 -0.05 -0.02 0.05
C -5.843228 -3.444841 -1.409403 0.06 0.02 0.05
C -4.889419 -3.243966 -2.405617 -0.06 -0.05 -0.05
C -3.621030 -2.839857 -2.049932 -0.02 0.02 0.02
C -3.276991 -2.643389 -0.709645 -0.05 0.10 -0.05
C -1.933886 -2.144634 -0.393220 0.35 0.12 -0.02
O -1.206693 -1.649899 -1.334781 0.19 -0.35 -0.21
N -1.512513 -2.191361 0.844170 -0.18 -0.10 0.41
N -0.230645 -1.708548 0.940938 0.15 0.47 -1.30
C 0.350807 -1.751381 2.087908 0.21 -0.06 0.15
C 1.686549 -1.315120 2.345448 0.07 -0.12 -0.12
C 2.264934 -1.540757 3.603576 -0.04 -0.01 0.10
C 3.561137 -1.169785 3.862556 -0.02 -0.01 0.05
C 4.313668 -0.558711 2.851854 -0.06 0.00 -0.08
C 3.766104 -0.313463 1.614567 0.13 0.03 -0.09
C 2.439828 -0.677544 1.338320 -0.30 -0.10 0.03
O 1.935426 -0.401711 0.161948 1.03 0.27 -0.31
H -3.023579 -2.530548 1.703057 0.03 0.01 0.01
H -6.251204 -3.424752 0.702465 0.01 -0.01 0.00
H -6.847936 -3.748817 -1.673862 0.00 -0.01 -0.01
H -5.144705 -3.407508 -3.443613 0.03 0.02 -0.01
H -2.859042 -2.677025 -2.800267 0.00 0.03 0.00
H -0.222155 -2.176834 2.906967 -0.03 -0.08 -0.03
H 1.670093 -2.016998 4.374463 0.00 -0.03 -0.02
H 4.001948 -1.361738 4.830801 0.00 0.01 0.00
H 5.343491 -0.285981 3.042365 0.01 0.02 -0.01
H 4.337030 0.136171 0.813085 0.01 0.04 0.04
N 0.410950 3.528978 0.072732 -0.22 0.03 -0.61
C 0.787981 3.907089 1.370380 0.09 0.02 0.39
C 1.257177 5.188824 1.613275 -0.04 -0.16 -0.22
C 1.648845 5.562134 2.890751 0.02 -0.02 0.15
C 1.586238 4.650355 3.930855 0.04 0.18 -0.05
C 1.106947 3.369218 3.693293 -0.05 -0.18 -0.09
C 0.692618 3.000657 2.425667 0.00 0.21 -0.24
S -0.013567 1.405810 2.142617 -0.21 0.12 0.69
N -0.165130 1.293282 0.498068 -0.05 0.29 -0.81
C 0.046144 2.258548 -0.311769 0.07 -0.01 1.28
C -0.171232 1.979879 -1.740598 -0.06 0.15 -0.55
C -0.281067 2.955864 -2.726318 -0.09 -0.02 0.27
C -0.565622 2.575725 -4.027509 -0.01 -0.15 -0.09
C -0.745734 1.234314 -4.316409 0.00 0.23 0.15
C -0.603802 0.323160 -3.282307 -0.06 -0.27 -0.14
N -0.308555 0.690478 -2.041976 0.64 -0.65 0.52
H 0.566217 4.205102 -0.651165 0.11 0.04 -0.01
H 1.313191 5.893612 0.790904 0.02 0.02 0.03
H 2.004205 6.567534 3.070649 0.02 0.00 -0.02
H 1.907490 4.940019 4.921778 -0.03 -0.04 0.02
H 1.042487 2.645338 4.496884 0.02 0.02 0.03
H -0.191365 4.006985 -2.495627 0.02 0.02 0.06
H -0.653985 3.324184 -4.803667 0.00 0.01 0.01
H -0.981275 0.896764 -5.314590 0.02 -0.05 0.01
H -0.714589 -0.740536 -3.444960 0.06 0.03 0.01
F 1.999290 -0.796983 -2.469715 -0.45 -0.06 0.39
P 2.248737 -2.421822 -2.844526 -0.35 -0.28 -0.29
F 2.369508 -2.029945 -4.378695 0.11 0.08 -0.03
F 2.411057 -3.968854 -3.134504 0.03 0.01 0.05
F 0.619513 -2.522449 -2.989242 0.27 -0.05 -0.22
F 1.992740 -2.731774 -1.232480 -0.07 0.09 0.21
F 3.798052 -2.218231 -2.579311 -0.07 0.00 0.05
```
Forces are in eV/Å.

Values from the calculation:
Strongest force on any atom ... 1.394 eV Å⁻¹
Expectation value of S² ... 0.82
Multiplicity ... 2
DFT total energy ... -4104.3517 hartree